# 1
50
Properties=species:S:1:pos:R:3:forces:R:3 method="wB97M-V/def2-TZVPD" multiplicity=3 e_lumo_ev="-0.36 / -2.27" charge=0 homo_lumo_gap_ev="5.46 / 6.09" fmax_ev_per_a=3.64
Pd 1.7622 -2.2400 -0.5573 -0.50 0.17 0.37
H 2.5241 1.2104 0.0443 0.26 0.07 -0.34
H 2.3228 1.0064 0.7149 -0.04 -0.11 0.38
P 2.6638 -0.9118 -2.2553 0.72 0.91 -1.60
P 1.3923 -2.1902 1.7641 -1.01 0.44 1.13
C -0.2630 -2.8858 1.9801 -0.28 -0.29 -0.05
H -0.4002 -3.2675 2.9950 -0.09 -0.01 -0.05
H -1.0055 -2.1108 1.7545 0.19 -0.16 0.07
H -0.3804 -3.7052 1.2544 -0.08 0.17 0.30
C 2.4922 -3.4944 2.3699 0.15 0.03 0.06
H 3.5174 -3.1164 2.3341 -0.05 -0.14 0.02
H 2.2400 -3.8048 3.3938 0.03 0.07 -0.29
H 2.4072 -4.3418 1.6827 0.10 -0.03 0.17
C 1.4641 -0.8859 3.0430 0.71 0.44 -0.35
H 0.7693 -0.0730 2.8172 -0.02 -0.17 -0.16
H 1.2420 -1.2986 4.0237 -0.05 -0.16 0.10
H 2.4785 -0.4466 3.0683 -0.40 -0.22 -0.02
C 4.0058 -2.0021 -2.8564 0.04 0.13 0.09
H 4.4403 -1.6761 -3.8010 -0.06 0.03 -0.09
H 4.7832 -2.0229 -2.0862 -0.11 -0.07 -0.11
H 3.5979 -3.0113 -2.9645 0.14 0.05 -0.02
C 1.4828 -0.8875 -3.6468 -0.05 -0.44 -0.20
H 0.7088 -0.1523 -3.4300 -0.07 0.01 0.04
H 1.9644 -0.6435 -4.6019 -0.02 -0.04 0.19
H 1.0123 -1.8812 -3.7299 0.06 0.36 -0.05
C 3.3879 0.7572 -2.4058 0.77 0.27 0.45
H 4.1785 0.9091 -1.6452 -0.39 -0.15 -0.32
H 3.8453 0.9276 -3.3926 -0.21 -0.26 0.18
H 2.6305 1.5204 -2.2386 -0.18 -0.07 0.02
C -0.1964 -1.3999 -0.8721 -2.89 -1.19 -1.85
O -1.1017 -1.5617 -1.5843 2.10 0.31 1.31
H 3.1911 -1.6594 0.0475 1.12 -0.28 0.09
C -6.1703 3.6983 0.8335 -0.82 0.30 -0.03
C -4.8449 3.0856 0.6660 1.06 -0.16 -0.49
C -4.1386 3.3285 -0.5180 0.61 -0.32 0.37
C -2.8602 2.7975 -0.6997 -0.10 -0.26 0.64
C -2.3048 2.0274 0.3288 -0.02 -0.34 -0.26
C -3.0083 1.7642 1.5172 0.42 0.26 -0.75
C -4.2732 2.3009 1.6715 0.03 0.29 -0.30
S -0.6713 1.2874 0.1079 -2.03 -0.09 -0.32
O -0.3422 1.4599 -1.3131 0.21 -0.57 1.11
O 0.1555 1.9369 1.0764 0.87 0.44 0.47
O -0.9377 -0.1460 0.5222 0.65 0.79 -0.42
H -6.1040 4.7888 0.7784 -0.09 -0.08 0.05
H -6.8426 3.3657 0.0356 -0.06 0.09 0.16
H -6.5891 3.4163 1.7931 -0.27 0.07 0.11
H -4.5577 3.9619 -1.2904 -0.15 -0.04 0.02
H -2.2891 2.9601 -1.6112 -0.13 -0.03 0.20
H -2.5549 1.1541 2.2917 -0.03 0.07 -0.11
H -4.8238 2.1523 2.5903 -0.05 -0.10 0.06

=====

# 2
58
Properties=species:S:1:pos:R:3:forces:R:3 method="wB97M-V/def2-TZVPD" e_lumo_ev=-5.39 charge=+1 homo_lumo_gap_ev=5.87 fmax_ev_per_a=8.14
C -0.1608 3.3625 -3.9136 -0.23 -1.20 -0.84
C 1.1402 2.4598 -3.7177 4.35 3.20 -1.39
O 2.2588 2.9875 -3.9628 -4.65 -2.62 1.26
O 1.1744 1.1083 -3.2412 -2.91 0.49 -0.39
C -0.0380 0.4046 -3.4977 -2.46 -0.59 -3.49
O -0.5676 0.3787 -4.6456 2.55 0.54 4.70
C -0.7656 -0.4443 -2.3578 -0.11 -0.52 0.08
C -1.5452 0.4596 -1.2614 1.17 1.30 -0.70
C -0.6184 1.5282 -0.4982 0.81 0.25 -0.73
C -0.8348 1.6805 1.0780 0.77 0.19 -1.31
C 0.4141 2.3903 1.7918 -0.54 0.10 1.35
O 1.7138 1.9463 1.2960 -2.42 -1.12 -0.89
N 2.6865 2.3640 2.1798 1.44 3.14 -0.39
O 3.0607 3.4465 1.8351 -0.13 -2.07 1.19
P -2.3434 2.8601 1.3810 -1.66 1.12 1.42
N -3.6160 2.5662 0.2049 2.14 0.16 0.13
O -1.8764 4.4976 1.1061 0.32 -2.69 -1.26
C -1.1691 0.3431 1.9042 2.11 1.25 2.39
C 0.1192 -0.6093 2.2048 -0.96 -0.60 -0.34
C 0.7621 -1.3331 0.9372 1.67 -0.63 1.88
C 2.2944 -1.7229 1.3521 0.07 -0.42 -2.43
C 2.8623 -2.5659 0.0711 -0.73 -0.72 0.10
C 2.6200 -4.1548 0.2193 0.71 -0.20 -0.19
N 3.4560 -4.9423 -0.7702 -0.80 0.81 -0.27
O -2.3720 -0.3760 1.4828 1.25 0.35 -2.18
S -2.4425 -0.7099 -0.1469 -4.94 -5.38 -3.58
O -1.9928 -2.1244 -0.5060 0.26 3.97 2.24
O -3.9145 -0.6714 -0.5445 3.90 1.35 2.00
H -0.7971 3.4045 -2.9682 0.89 0.06 -1.29
H -0.7898 2.8914 -4.7624 0.91 0.69 1.50
H 0.1750 4.3878 -4.3000 -0.31 -1.64 1.00
H -0.0283 -1.1873 -1.9055 -0.94 1.21 -0.32
H -1.5844 -1.0837 -2.8642 1.56 1.20 0.53
H -2.3530 1.0277 -1.8629 0.92 -1.26 1.36
H -0.8486 2.5595 -0.9757 0.40 -1.59 0.74
H 0.4728 1.3035 -0.8149 -1.69 0.36 0.87
H 0.3449 2.1128 2.9168 0.12 0.51 -1.65
H 0.4105 3.5302 1.7528 -0.30 -1.49 -0.25
H -4.1591 1.7130 0.3935 0.34 0.50 -0.23
H -3.3031 2.6358 -0.7732 -0.61 -0.21 0.43
H -1.4470 4.6104 0.2261 -0.38 0.21 0.66
H -1.4463 0.7388 2.9632 0.09 -0.60 -1.84
H -0.2826 -1.4470 2.9008 0.61 1.30 -1.03
H 0.9316 -0.0817 2.8301 -1.47 -0.44 -1.20
H 0.2347 -2.3380 0.7942 0.56 1.67 -0.37
H 0.8637 -0.7079 -0.0069 -0.51 -0.80 1.35
H 2.9712 -0.7971 1.4177 -1.29 -1.27 0.40
H 2.3449 -2.4047 2.2649 -0.07 1.19 -1.02
H 2.2979 -2.2550 -0.8924 0.98 -0.27 1.51
H 3.9729 -2.3839 -0.1208 -1.45 -0.25 0.46
H 2.9426 -4.5301 1.2565 -0.61 0.81 -1.28
H 1.5390 -4.4754 0.0332 1.28 0.74 0.49
H 4.1421 -4.3248 -1.2330 -0.51 -0.49 0.41
H 2.8523 -5.3165 -1.5199 0.56 0.35 0.59
O -2.2762 -3.0430 3.7547 -0.25 -0.20 0.12
H -1.9867 -3.9666 3.5690 -0.05 0.22 -0.03
H -2.4233 -2.9000 4.7182 0.03 -0.02 -0.23
H -3.0760 -2.8021 3.2279 0.22 0.06 -0.05

=====

What did the first record say?
50
Properties=species:S:1:pos:R:3:forces:R:3 method="wB97M-V/def2-TZVPD" multiplicity=3 e_lumo_ev="-0.36 / -2.27" charge=0 homo_lumo_gap_ev="5.46 / 6.09" fmax_ev_per_a=3.64
Pd 1.7622 -2.2400 -0.5573 -0.50 0.17 0.37
H 2.5241 1.2104 0.0443 0.26 0.07 -0.34
H 2.3228 1.0064 0.7149 -0.04 -0.11 0.38
P 2.6638 -0.9118 -2.2553 0.72 0.91 -1.60
P 1.3923 -2.1902 1.7641 -1.01 0.44 1.13
C -0.2630 -2.8858 1.9801 -0.28 -0.29 -0.05
H -0.4002 -3.2675 2.9950 -0.09 -0.01 -0.05
H -1.0055 -2.1108 1.7545 0.19 -0.16 0.07
H -0.3804 -3.7052 1.2544 -0.08 0.17 0.30
C 2.4922 -3.4944 2.3699 0.15 0.03 0.06
H 3.5174 -3.1164 2.3341 -0.05 -0.14 0.02
H 2.2400 -3.8048 3.3938 0.03 0.07 -0.29
H 2.4072 -4.3418 1.6827 0.10 -0.03 0.17
C 1.4641 -0.8859 3.0430 0.71 0.44 -0.35
H 0.7693 -0.0730 2.8172 -0.02 -0.17 -0.16
H 1.2420 -1.2986 4.0237 -0.05 -0.16 0.10
H 2.4785 -0.4466 3.0683 -0.40 -0.22 -0.02
C 4.0058 -2.0021 -2.8564 0.04 0.13 0.09
H 4.4403 -1.6761 -3.8010 -0.06 0.03 -0.09
H 4.7832 -2.0229 -2.0862 -0.11 -0.07 -0.11
H 3.5979 -3.0113 -2.9645 0.14 0.05 -0.02
C 1.4828 -0.8875 -3.6468 -0.05 -0.44 -0.20
H 0.7088 -0.1523 -3.4300 -0.07 0.01 0.04
H 1.9644 -0.6435 -4.6019 -0.02 -0.04 0.19
H 1.0123 -1.8812 -3.7299 0.06 0.36 -0.05
C 3.3879 0.7572 -2.4058 0.77 0.27 0.45
H 4.1785 0.9091 -1.6452 -0.39 -0.15 -0.32
H 3.8453 0.9276 -3.3926 -0.21 -0.26 0.18
H 2.6305 1.5204 -2.2386 -0.18 -0.07 0.02
C -0.1964 -1.3999 -0.8721 -2.89 -1.19 -1.85
O -1.1017 -1.5617 -1.5843 2.10 0.31 1.31
H 3.1911 -1.6594 0.0475 1.12 -0.28 0.09
C -6.1703 3.6983 0.8335 -0.82 0.30 -0.03
C -4.8449 3.0856 0.6660 1.06 -0.16 -0.49
C -4.1386 3.3285 -0.5180 0.61 -0.32 0.37
C -2.8602 2.7975 -0.6997 -0.10 -0.26 0.64
C -2.3048 2.0274 0.3288 -0.02 -0.34 -0.26
C -3.0083 1.7642 1.5172 0.42 0.26 -0.75
C -4.2732 2.3009 1.6715 0.03 0.29 -0.30
S -0.6713 1.2874 0.1079 -2.03 -0.09 -0.32
O -0.3422 1.4599 -1.3131 0.21 -0.57 1.11
O 0.1555 1.9369 1.0764 0.87 0.44 0.47
O -0.9377 -0.1460 0.5222 0.65 0.79 -0.42
H -6.1040 4.7888 0.7784 -0.09 -0.08 0.05
H -6.8426 3.3657 0.0356 -0.06 0.09 0.16
H -6.5891 3.4163 1.7931 -0.27 0.07 0.11
H -4.5577 3.9619 -1.2904 -0.15 -0.04 0.02
H -2.2891 2.9601 -1.6112 -0.13 -0.03 0.20
H -2.5549 1.1541 2.2917 -0.03 0.07 -0.11
H -4.8238 2.1523 2.5903 -0.05 -0.10 0.06